(1)
# C12H33NO8Ti

A molecular structure, C12H33NO8Ti at a distorted geometry (the ωB97M-V functional and the def2-TZVPD basis, the OMol25 dataset).

```
55
Properties=species:S:1:pos:R:3
Ti 0.06 -0.71 -0.40
C -1.41 -3.44 0.74
O -1.52 -2.26 -0.05
C -2.79 -1.63 0.02
C -2.93 -0.35 -0.81
N -1.94 0.71 -0.49
C -2.11 1.29 0.85
C -1.17 2.45 1.03
O -1.66 3.58 0.38
C -0.76 4.67 0.46
H -0.71 -4.11 0.25
H -2.38 -3.93 0.80
H -1.02 -3.20 1.73
H -3.13 -1.41 1.03
H -3.49 -2.30 -0.49
H -3.94 0.07 -0.70
H -2.82 -0.59 -1.87
H -2.08 1.45 -1.16
H -1.95 0.57 1.65
H -3.14 1.66 0.99
H -0.15 2.20 0.71
H -1.04 2.57 2.12
H -1.19 5.59 0.09
H 0.16 4.41 -0.07
H -0.44 4.80 1.50
C 3.30 1.52 -2.62
C 2.34 1.81 -1.49
O 2.05 0.65 -0.72
O 4.61 1.43 -2.07
H 3.26 2.25 -3.42
H 2.97 0.58 -3.07
H 1.42 2.19 -1.94
H 2.71 2.63 -0.87
H 2.75 0.56 -0.07
H 5.05 0.65 -2.43
C 0.07 -2.61 -2.91
C 1.53 -2.83 -2.53
O 1.74 -2.53 -1.15
O -0.22 -1.20 -2.75
H -0.58 -3.15 -2.22
H -0.09 -3.00 -3.91
H 2.09 -2.16 -3.19
H 1.86 -3.87 -2.68
H 2.68 -2.57 -0.96
H -0.36 -0.91 -3.66
C 0.03 0.03 4.30
C 0.31 -0.87 3.10
O 0.81 -0.12 1.99
O 1.16 0.45 5.02
H -0.66 -0.47 4.98
H -0.57 0.87 3.92
H -0.65 -1.26 2.76
H 0.89 -1.76 3.35
H 1.66 0.29 2.18
H 1.44 1.33 4.74
```

Orbital gap (alpha / beta) (Eh): 0.1744 / 0.3634
2S+1: 4
Net charge: +1

(2)
# C30H42BrCl2N5O8P3S

5 unconnected molecules or ions with the total composition C30H42BrCl2N5O8P3S at a distorted geometry (the ωB97M-V functional and the def2-TZVPD basis, the OMol25 dataset).

```
92
Properties=species:S:1:pos:R:3
C -1.19 2.76 2.72
O -0.40 3.15 1.59
C 0.80 3.91 2.02
P 2.24 3.37 0.80
Br 0.78 4.23 -0.83
C 2.80 5.19 0.98
N 4.23 5.48 0.65
C 3.41 2.87 -0.61
C 2.85 1.76 -1.61
C 3.52 0.31 -1.46
C 2.33 -0.78 -1.32
O 1.47 -0.82 -2.50
C 0.11 -0.60 -2.13
O -0.81 -1.22 -2.68
O 1.48 1.79 0.93
C 2.25 0.90 1.76
Cl 1.28 -0.53 2.45
C 3.14 1.77 2.81
P 4.95 1.09 3.00
O 5.61 0.78 1.45
Cl 6.14 2.64 3.87
P 2.60 1.82 4.65
O 3.61 0.85 5.62
O 0.94 1.54 4.88
S 2.93 3.67 5.26
O 3.35 3.01 2.13
H -1.24 3.52 3.56
H -0.89 1.71 3.08
H -2.27 2.63 2.33
H 1.04 3.67 3.10
H 0.50 5.01 1.85
H 2.62 5.61 2.04
H 2.17 5.86 0.30
H 4.36 5.84 -0.30
H 4.86 4.72 0.88
H 3.75 3.75 -1.26
H 4.35 2.42 -0.11
H 1.72 1.61 -1.59
H 3.09 2.10 -2.68
H 4.05 0.04 -2.44
H 4.27 0.22 -0.61
H 2.74 -1.85 -1.19
H 1.68 -0.55 -0.42
H -0.17 0.18 -1.34
H 3.08 0.32 1.21
H 6.26 1.49 1.25
H 3.24 -0.05 5.74
H 0.69 2.15 5.61
N -4.18 -3.22 -6.19
C -3.77 -4.46 -6.50
C -2.65 -5.07 -5.94
C -1.90 -4.34 -5.02
C -2.30 -3.06 -4.69
C -3.44 -2.55 -5.30
H -4.38 -4.99 -7.22
H -2.37 -6.07 -6.22
H -1.02 -4.78 -4.57
H -1.74 -2.46 -3.98
H -3.79 -1.54 -5.07
N -8.83 -4.90 -5.82
C -7.62 -4.32 -5.90
C -7.20 -3.55 -6.98
C -8.08 -3.37 -8.04
C -9.34 -3.96 -7.98
C -9.66 -4.71 -6.86
H -6.97 -4.48 -5.05
H -6.22 -3.10 -6.99
H -7.79 -2.78 -8.90
H -10.05 -3.85 -8.79
H -10.63 -5.19 -6.77
N -5.83 -5.48 -2.21
C -5.75 -6.16 -1.06
C -4.63 -6.18 -0.25
C -3.52 -5.44 -0.64
C -3.57 -4.73 -1.83
C -4.74 -4.78 -2.57
H -6.64 -6.73 -0.80
H -4.63 -6.74 0.68
H -2.63 -5.43 -0.03
H -2.73 -4.14 -2.17
H -4.83 -4.23 -3.51
N 7.15 4.86 9.58
C 6.03 5.01 10.30
C 4.78 4.55 9.90
C 4.69 3.90 8.68
C 5.83 3.74 7.91
C 7.03 4.23 8.40
H 6.16 5.52 11.25
H 3.91 4.69 10.53
H 3.73 3.53 8.33
H 5.79 3.24 6.95
H 7.95 4.12 7.84
```

Orbital gap (Eh): 0.2595
Net charge: -1

(3)
# C4H8N2O

A single C4H8N2O molecule at a distorted geometry (the ωB97M-V functional and the def2-TZVPD basis, the OMol25 dataset).

```
15
Properties=species:S:1:pos:R:3
C -2.54 0.25 0.75
N -1.09 0.40 0.70
C -0.39 -0.05 -0.34
N -0.41 -0.62 -1.47
C 0.84 0.10 -1.06
C 2.06 -0.63 -0.58
O 2.90 0.20 0.21
H -2.84 -0.73 1.13
H -2.90 1.07 1.38
H -2.91 0.40 -0.28
H -0.54 0.49 1.55
H 1.01 1.08 -1.52
H 2.66 -0.95 -1.43
H 1.72 -1.52 -0.02
H 2.41 0.52 0.98
```

Orbital gap (Eh): 0.3566
SMILES string: CNC1=N[C@@H]1CO